one.
Computed, not measured: a single C4H11N3 molecule, with wB97M-V/def2-TZVPD.

XYZ file:
```
18
Properties=species:S:1:pos:R:3
C 1.394 -0.864 -0.059
C 0.019 -0.355 0.350
C -0.028 0.012 1.827
N -1.035 -1.256 -0.110
N -1.651 -0.097 -1.026
C -0.585 0.779 -0.570
N 0.271 1.269 -1.608
H 1.415 -1.051 -1.129
H 2.162 -0.134 0.189
H 1.610 -1.792 0.468
H 0.669 0.823 2.035
H -1.030 0.333 2.113
H 0.248 -0.847 2.437
H -1.713 -1.481 0.618
H -1.464 -0.526 -1.931
H -1.005 1.590 0.048
H -0.232 1.667 -2.391
H 0.955 1.930 -1.259
```

Computed properties:
charge	0
multiplicity	1
gap between HOMO and LUMO	9.43	eV
structure (SMILES)	CC1(C)NN[C@@H]1N

Atomic partial charges in e from the Mulliken method, atoms 1 to 4: -1.53 1.52 -1.70 -0.60

two.
Computed, not measured: a single C4H11N3 molecule, with wB97M-V/def2-TZVPD.

XYZ file:
```
18
Properties=species:S:1:pos:R:3
H 2.384 -0.171 -2.582
N 2.211 -0.429 -1.611
C 1.018 -0.754 -1.370
C 0.573 -0.994 0.046
N -0.520 -0.138 0.521
C -1.784 -0.351 -0.177
C -0.110 1.340 0.652
N 0.171 1.380 2.055
H 0.232 -0.797 -2.135
H 1.425 -0.839 0.712
H 0.255 -2.038 0.139
H -2.576 0.139 0.388
H -1.997 -1.419 -0.245
H -1.788 0.051 -1.196
H -1.012 1.925 0.435
H 0.746 1.597 0.016
H -0.378 0.315 2.127
H 1.151 1.182 2.225
```

Computed properties:
charge	0
multiplicity	1
gap between HOMO and LUMO	9.50	eV
structure (SMILES)	[H]/N=C/CN(C)CN

Atomic partial charges in e from the Mulliken method, atoms 1 to 4: 0.26 -0.57 0.12 -0.86

three.
Computed, not measured: 2 unconnected molecules or ions with the total composition C4H11N3, with wB97M-V/def2-TZVPD.

XYZ file:
```
18
Properties=species:S:1:pos:R:3
C 0.616 0.131 -2.493
N 1.945 -0.007 -1.844
C 2.239 0.687 -0.798
N 1.439 1.444 0.086
H -0.116 -0.458 -1.934
H 0.687 -0.250 -3.539
H 0.189 1.173 -2.503
H 3.242 0.668 -0.499
H 0.452 1.385 -0.086
H 1.676 1.323 1.064
C -1.387 0.043 2.410
C -1.050 -0.884 1.487
N -1.862 -1.306 0.424
H -2.353 0.512 2.281
H -0.812 0.169 3.342
H -0.156 -1.410 1.714
H -2.769 -0.894 0.427
H -1.980 -2.327 0.460
```

Computed properties:
charge	0
multiplicity	1
gap between HOMO and LUMO	9.61	eV
structure (SMILES)	C/N=C\N.C=CN

Atomic partial charges in e from the Mulliken method, atoms 1 to 4: -0.72 -0.47 0.04 -0.53

four.
Computed, not measured: a single C4H11N3 molecule, with wB97M-V/def2-TZVPD.

XYZ file:
```
18
Properties=species:S:1:pos:R:3
H 1.243 -1.593 0.899
N 1.972 -1.158 0.343
C 1.521 -0.337 -0.507
N 2.394 0.387 -1.270
C 0.052 -0.027 -0.758
N -0.740 -0.290 0.429
C -2.151 -0.401 0.128
C -0.499 0.708 1.451
H 2.073 0.757 -2.149
H 3.350 0.072 -1.239
H -0.055 1.015 -1.111
H -0.293 -0.693 -1.556
H -2.306 -1.208 -0.587
H -2.574 0.527 -0.288
H -2.688 -0.644 1.044
H 0.568 0.757 1.661
H -0.845 1.710 1.149
H -1.022 0.419 2.361
```

Computed properties:
charge	0
multiplicity	1
gap between HOMO and LUMO	9.89	eV
structure (SMILES)	[H]/N=C(/N)CN(C)C

Atomic partial charges in e from the Mulliken method, atoms 1 to 4: 0.31 -0.81 0.43 -0.45

Which of them is least stable? Easy: two.

one.
Computed, not measured: a single CH2O4S molecule, with wB97M-V/def2-TZVPD.

XYZ file:
```
8
Properties=species:S:1:pos:R:3
C -1.058 0.615 -0.063
O 0.961 -1.528 -0.259
O 0.004 0.812 -0.823
O 1.621 0.381 1.088
O -1.236 -0.342 0.619
S 1.563 -0.031 -0.270
H -1.856 1.546 -0.237
H 0.002 -1.453 -0.053
```

Computed properties:
charge	0
multiplicity	1
gap between HOMO and LUMO	10.93	eV

Atomic partial charges in e from the Mulliken method, atoms 1 to 4: 0.35 -0.45 -0.40 -0.42

two.
Computed, not measured: a single CH2O4S molecule, with wB97M-V/def2-TZVPD.

XYZ file:
```
8
Properties=species:S:1:pos:R:3
C 0.500 -1.096 -0.132
O 0.913 -0.570 0.854
O -2.982 -0.403 0.474
O -0.705 -1.184 -0.591
O -0.877 1.068 0.281
S -1.979 0.080 -0.452
H 1.194 -1.447 -0.920
H -0.437 0.651 1.026
```

Computed properties:
charge	0
multiplicity	1
gap between HOMO and LUMO	11.00	eV

Atomic partial charges in e from the Mulliken method, atoms 1 to 4: 0.31 -0.54 -0.41 -0.36

Which of them is least stable? Easy: two.

one.
Computed, not measured: a molecular structure, CHClF2OS2, with wB97M-V/def2-TZVPD.

XYZ file:
```
8
Properties=species:S:1:pos:R:3
C 0.901 -0.352 -0.685
O -1.256 1.769 0.057
F 1.848 0.569 -0.401
F 1.147 -1.514 -0.143
S -0.279 0.417 2.364
S -0.805 0.516 0.612
Cl -2.099 -1.043 0.046
H 0.543 -0.361 -1.850
```

Computed properties:
charge	0
multiplicity	1
gap between HOMO and LUMO	8.81	eV

Atomic partial charges in e from the Mulliken method, atoms 1 to 4: 0.21 -0.49 -0.17 -0.14

two.
Computed, not measured: 2 unconnected molecules or ions with the total composition CHClF2OS2, with wB97M-V/def2-TZVPD.

XYZ file:
```
8
Properties=species:S:1:pos:R:3
C 1.456 -0.491 -0.122
O -1.729 -0.185 1.297
F 2.324 0.501 0.065
F 1.660 -1.421 0.815
S -2.482 -0.373 -1.323
S -1.251 0.343 0.014
Cl -1.210 2.441 0.369
H 1.232 -0.815 -1.116
```

Computed properties:
charge	0
multiplicity	1
gap between HOMO and LUMO (spin up / spin down)	6.13 / 8.43	eV

Atomic partial charges in e from the Mulliken method, atoms 1 to 4: 0.18 -0.43 -0.16 -0.16

Which of them is least stable? Easy: two.

one.
Computed, not measured: a single C6H8N2 molecule, with wB97M-V/def2-TZVPD.

XYZ file:
```
16
Properties=species:S:1:pos:R:3
N 3.048 0.246 0.534
C 2.036 0.094 -0.054
C 0.861 -0.461 -0.890
C -0.457 -1.527 -0.337
C -1.134 -0.590 0.892
C -0.350 0.697 0.622
C -0.542 1.920 -0.251
N -0.280 0.692 -0.951
H 1.443 -0.898 -1.723
H -0.942 -2.019 -1.227
H 0.285 -2.491 0.117
H -0.810 -0.864 2.026
H -2.342 -0.334 0.610
H 0.572 0.698 1.164
H -1.613 2.171 -0.332
H 0.224 2.666 -0.200
```

Computed properties:
charge	0
multiplicity	1
gap between HOMO and LUMO	10.17	eV
structure (SMILES)	N#C[C@H]1CC[C@@H]2CN21

Atomic partial charges in e from the Mulliken method, atoms 1 to 4: -0.47 0.25 -0.07 -0.61

two.
Computed, not measured: a single C6H8N2 molecule, with wB97M-V/def2-TZVPD.

XYZ file:
```
16
Properties=species:S:1:pos:R:3
N 3.789 -0.022 -0.127
C 2.613 -0.183 -0.079
C 1.170 -0.191 -0.028
C 0.510 -1.335 -0.006
C -1.010 -1.318 0.056
N -1.539 -0.075 -0.493
C -1.013 1.162 0.151
C 0.537 1.211 -0.117
H 1.094 -2.197 0.019
H -1.302 -2.163 -0.593
H -1.488 -1.406 1.110
H -2.505 -0.071 -0.501
H -1.468 1.983 -0.379
H -1.201 1.197 1.292
H 1.020 1.739 0.759
H 0.793 1.668 -1.066
```

Computed properties:
charge	0
multiplicity	1
gap between HOMO and LUMO	9.94	eV
structure (SMILES)	N#CC1=CCNCC1

Atomic partial charges in e from the Mulliken method, atoms 1 to 4: -0.50 -0.21 0.50 -0.46

Which of them is least stable? Easy: one.

one.
Computed, not measured: a molecular structure, C6H8N2, with wB97M-V/def2-TZVPD.

XYZ file:
```
16
Properties=species:S:1:pos:R:3
C -1.900 0.400 -0.441
C 0.456 0.913 0.246
C 0.572 -0.372 1.253
C 0.242 -1.068 -0.225
C 1.679 -0.703 -0.859
C 1.828 0.617 -0.387
H -3.703 -0.001 -0.262
H -2.219 1.502 -0.547
H 0.166 1.956 0.544
H 1.769 -0.344 1.391
H -0.207 -0.355 2.189
H -0.402 -2.054 -0.225
H 2.435 -1.572 -1.135
H 2.526 1.285 -0.810
N -2.707 -0.522 -0.098
N -0.534 0.319 -0.635
```

Computed properties:
charge	0
multiplicity	1
gap between HOMO and LUMO	9.77	eV

Atomic partial charges in e from the Mulliken method, atoms 1 to 4: 0.08 -0.17 -0.43 -0.22

two.
Computed, not measured: a molecular structure, C6H8N2, with wB97M-V/def2-TZVPD.

XYZ file:
```
16
Properties=species:S:1:pos:R:3
C -0.537 0.337 -1.446
C -0.327 1.143 -0.243
C -1.236 0.275 0.875
C -0.341 -0.731 1.372
C 0.735 -0.558 0.238
C 1.921 -0.256 -0.668
H -0.634 2.207 -0.538
H -2.130 1.016 1.552
H -2.004 -0.345 0.110
H -0.804 -1.617 1.627
H 0.274 -0.503 2.450
H 0.333 -1.022 -0.692
H 3.191 -0.056 -0.506
H 1.279 -0.585 -1.877
N -0.808 -0.257 -2.441
N 1.087 0.951 0.187
```

Computed properties:
charge	0
multiplicity	1
gap between HOMO and LUMO	10.25	eV

Atomic partial charges in e from the Mulliken method, atoms 1 to 4: 0.20 0.15 -0.53 -0.67

three.
Computed, not measured: a single C6H8N2 molecule, with wB97M-V/def2-TZVPD.

XYZ file:
```
16
Properties=species:S:1:pos:R:3
C -0.083 -2.867 -0.894
C -0.206 -1.748 -0.469
C -0.463 -0.324 0.031
C -1.081 0.438 -1.107
C -0.298 1.724 -1.037
N 0.581 1.736 -0.151
N 0.666 0.640 0.491
C 1.417 0.389 1.694
H -0.344 -3.895 -1.024
H -1.130 -0.389 0.827
H -2.107 0.693 -0.901
H -1.085 -0.014 -2.114
H -0.616 2.686 -1.418
H 2.260 -0.271 1.524
H 1.703 1.415 2.142
H 0.786 -0.213 2.406
```

Computed properties:
charge	0
multiplicity	1
gap between HOMO and LUMO	8.78	eV
structure (SMILES)	C#C[C@@H]1CC=NN1C

Atomic partial charges in e from the Mulliken method, atoms 1 to 4: 0.25 -0.83 -0.07 -0.58

four.
Computed, not measured: a single C6H8N2 molecule, with wB97M-V/def2-TZVPD.

XYZ file:
```
16
Properties=species:S:1:pos:R:3
C 1.362 2.049 0.146
C 0.509 0.997 0.204
C -0.840 1.015 0.729
N -1.892 0.300 0.514
N -1.680 -0.964 0.135
C -0.178 -1.208 0.237
C 0.824 -1.861 -0.765
C 0.395 -0.287 -0.633
H 2.257 2.017 -0.194
H 0.889 2.961 0.549
H -1.393 2.028 0.957
H -2.503 -1.672 0.111
H 0.252 -1.153 1.325
H 1.802 -2.157 -0.248
H 0.448 -2.263 -1.718
H -0.251 0.198 -1.347
```

Computed properties:
charge	0
multiplicity	1
gap between HOMO and LUMO	8.94	eV
structure (SMILES)	C=C1C=NN[C@H]2C[C@H]12

Atomic partial charges in e from the Mulliken method, atoms 1 to 4: -1.24 0.34 -0.19 -0.52

Which of them is least stable? Easy: two.

one.
Computed, not measured: a molecular structure, C6H8N2, with wB97M-V/def2-TZVPD.

XYZ file:
```
16
Properties=species:S:1:pos:R:3
C 2.096 1.997 0.015
C 0.856 0.983 -0.171
C 0.917 -0.052 0.743
C -1.160 -1.739 0.386
C -2.072 -0.913 -0.576
C -0.724 -0.204 -0.788
H 1.931 3.066 0.400
H 2.473 2.091 -0.994
H 2.783 1.509 0.607
H 1.353 -0.087 1.686
H -0.998 -2.746 -0.196
H -1.633 -1.978 1.453
H -3.080 -0.344 -0.253
H -2.468 -1.615 -1.411
N -0.099 -0.951 0.173
N -0.175 0.980 -1.074
```

Computed properties:
charge	0
multiplicity	1
gap between HOMO and LUMO	9.36	eV

Atomic partial charges in e from the Mulliken method, atoms 1 to 4: -0.97 0.60 -0.60 -0.45

two.
Computed, not measured: a molecular structure, C6H8N2, with wB97M-V/def2-TZVPD.

XYZ file:
```
16
Properties=species:S:1:pos:R:3
C -1.530 1.693 -0.668
C -0.630 0.764 0.084
C 0.621 -1.401 0.254
N -0.012 1.280 1.188
C -0.259 -0.459 -0.432
C 0.816 -2.708 0.362
C 1.756 -0.558 -0.357
N 2.804 -0.106 -0.545
H 0.790 0.775 1.532
H -0.066 2.263 1.367
H -0.836 -0.868 -1.245
H -2.284 2.108 0.004
H -0.958 2.528 -1.083
H -2.028 1.180 -1.488
H 0.004 -3.362 0.658
H 1.813 -3.127 0.371
```

Computed properties:
charge	0
multiplicity	1
gap between HOMO and LUMO	8.16	eV

Atomic partial charges in e from the Mulliken method, atoms 1 to 4: -1.35 0.93 0.28 -0.43

Which of them is least stable? Easy: one.